[1]
Formula: C17H20F3IrS4Te4
Source: OMol25
Level of theory: ωB97M-V/def2-TZVPD

```
49
C17H20F3IrS4Te4 ωB97M-V/def2-TZVPD
C 3.553 4.349 0.832
H -3.489 -2.484 -3.551
C 2.831 3.308 0.271
H -4.478 -3.053 -2.215
F 4.126 5.865 3.899
H -3.740 -2.037 1.898
H -0.767 -3.344 0.967
S -3.322 -1.028 -1.730
C 3.092 4.962 1.986
C -4.028 -1.257 -0.072
Te -2.267 2.283 -1.222
C -3.185 -2.000 0.961
H 3.179 2.827 -0.633
C 0.886 1.813 0.270
C 1.196 3.495 2.033
Te -0.760 4.076 -2.378
C 0.284 -4.079 -1.537
H 2.188 -3.989 -0.528
S -1.623 -1.126 1.218
H -0.253 -4.401 -0.647
H -2.563 -4.594 -2.699
H -4.226 -0.239 0.272
Te 0.691 2.620 -4.218
H -4.996 -1.743 -0.199
H 2.168 -3.187 -2.088
C -3.490 -2.673 -2.476
H 1.561 5.023 3.488
C -2.413 -3.683 -2.118
C 1.648 2.870 0.866
S 1.420 -1.719 -0.450
C -0.472 -2.482 1.562
H -0.550 -2.753 2.615
S -0.793 -2.991 -2.502
F 4.997 6.361 1.981
H -2.984 -3.026 0.656
C 0.965 -2.061 1.272
H 1.198 -1.131 1.792
C 3.840 6.108 2.607
H 0.508 -4.964 -2.134
H 4.471 4.685 0.371
Te 0.138 0.096 -3.787
Ir -0.873 -0.466 -1.380
C 1.913 4.537 2.587
H -2.437 -3.944 -1.061
H 0.277 3.157 2.494
C 0.233 0.964 -0.312
C 1.582 -3.363 -1.184
H 1.654 -2.822 1.644
F 3.111 7.240 2.577
```

Computed properties:
Frontier orbital gap (spin up / spin down) in eV: 5.6953 / 5.5423
F_max in eV Å⁻¹: 0.4
Multiplicity: 6
E_HOMO (spin up / spin down) in eV: -9.0 / -10.3
Charge: +1
E in Eh: -3728.25483

[2]
Formula: C17H20F3N3Se3TeTi
Source: OMol25
Level of theory: ωB97M-V/def2-TZVPD

```
48
C17H20F3N3Se3TeTi ωB97M-V/def2-TZVPD
H 4.673 0.403 1.588
H 2.777 -0.453 5.319
H -2.994 0.907 4.685
H 2.387 -1.198 -1.554
H 0.605 -0.589 4.189
H -4.449 -0.984 3.987
C -1.465 0.416 3.274
H 4.821 0.112 4.026
F -2.232 2.396 1.207
H -0.798 -4.131 1.730
H 3.500 -1.658 -0.217
H 3.504 1.934 -0.130
H 0.020 -3.700 0.213
C -3.488 -0.829 3.515
H 0.370 -2.798 1.697
Se 0.873 0.945 -2.974
C -1.858 -1.512 1.859
Se -0.682 -0.500 -1.938
Te 0.556 3.324 -2.092
H -3.730 -2.494 2.202
C 2.522 -1.242 -0.472
F -2.439 2.429 -0.940
C -2.017 1.656 0.086
H 4.454 0.452 -0.459
H 3.258 1.019 -1.637
C -3.083 -1.683 2.503
Ti 0.060 0.865 -0.058
H -3.022 -3.802 0.606
C 3.866 0.019 3.532
C -1.048 -0.438 2.263
H -3.279 -2.249 -0.232
C 1.403 -0.153 2.248
N 2.417 0.139 0.060
C 2.725 -0.289 4.252
N 0.163 -0.132 1.543
N -1.465 -2.351 0.792
C -2.677 0.222 3.913
H 1.731 -1.851 -0.041
C -2.530 -2.987 0.051
F -2.929 0.641 0.160
Se 1.034 3.119 0.371
C 2.564 0.083 1.503
C 3.483 0.941 -0.575
H -2.113 -3.421 -0.859
H -0.850 1.273 3.518
C -0.414 -3.294 1.129
C 1.493 -0.372 3.616
C 3.779 0.192 2.156
```

Computed properties:
Frontier orbital gap in eV: 6.8468
F_max in eV Å⁻¹: 0.7
E_HOMO in eV: -7.9
E in Eh: -9445.53358

[3]
Formula: C17H20F6N2OPt
Source: OMol25
Level of theory: ωB97M-V/def2-TZVPD

```
47
C17H20F6N2OPt ωB97M-V/def2-TZVPD
H 2.172 -4.120 -1.772
H 3.064 -2.012 -0.788
C 1.420 2.569 0.742
H 1.757 -0.401 2.428
N 0.045 1.443 -1.222
C 1.601 -3.208 -1.831
C -0.961 0.015 3.259
C 2.102 -2.044 -1.267
H 2.804 -1.430 1.460
C 0.350 -3.197 -2.444
C 0.207 -0.858 -1.912
C -1.562 -0.308 1.799
H 1.027 -1.526 1.299
C -0.351 -2.004 -2.500
H 0.504 2.818 1.274
H 4.157 -0.905 0.361
H -0.339 3.326 -0.397
H -0.098 -4.089 -2.866
H 4.132 0.689 1.050
C -1.512 0.700 -2.867
F -3.185 0.501 0.203
H -2.941 2.186 -3.587
F -0.319 -1.098 3.736
H -3.111 -1.468 2.801
H 1.565 3.232 -0.122
C 1.871 -0.854 1.445
N 1.391 -0.904 -1.249
H -2.904 -1.810 1.051
F -0.067 1.033 3.252
C -0.624 2.594 -1.163
C 3.847 0.127 0.164
O -0.639 -0.321 0.876
H -2.028 3.931 -2.000
C -0.438 0.443 -1.995
H 4.339 0.563 -0.713
C -2.386 -1.595 1.990
C -1.642 2.920 -2.042
F -2.118 2.053 1.337
F -3.701 0.875 2.300
C -2.658 0.809 1.428
F -1.929 0.330 4.167
C -2.116 1.952 -2.923
H -1.862 -0.073 -3.516
H 2.263 2.697 1.442
H -1.709 -2.424 2.214
H -1.323 -1.917 -2.972
Pt 1.903 0.763 0.074
```

Computed properties:
Frontier orbital gap (spin up / spin down) in eV: 5.6383 / 6.0675
F_max in eV Å⁻¹: 3.5
Multiplicity: 3
E_HOMO (spin up / spin down) in eV: -6.4 / -7.6
E in Eh: -1562.85517

[4]
Formula: C17H20MgN5O3P
Source: OMol25
Level of theory: ωB97M-V/def2-TZVPD

```
47
C17H20MgN5O3P ωB97M-V/def2-TZVPD
N -1.272 -0.619 1.440
N 0.309 3.683 0.416
H 3.874 -1.789 -0.746
H 1.066 -5.944 0.335
C 0.481 -5.111 0.697
Mg 0.155 -0.704 -0.033
C 0.326 -2.938 -3.398
C -1.203 -4.157 2.095
C -1.604 -1.704 2.010
H -2.495 6.593 2.514
H -0.698 -6.251 2.077
C -1.561 2.936 1.695
C -1.159 1.572 1.367
H 0.585 1.907 -3.603
C 0.711 -3.841 0.183
H -3.274 2.395 2.871
H 4.400 -0.087 -0.655
N -0.061 1.376 0.501
H -2.325 -1.736 2.823
C 1.397 1.313 -4.017
C -2.231 5.570 2.281
H -0.638 -2.693 -2.950
N 0.037 -2.762 0.585
C -0.806 3.997 1.214
H 0.891 4.426 0.056
H -1.967 -4.240 2.856
C 3.550 -0.752 -0.771
H 1.459 -3.681 -0.582
C 0.600 2.437 0.098
H -0.522 6.129 1.103
H 0.495 -4.008 -3.341
O 1.166 -0.089 -3.713
H -3.870 4.735 3.393
C -1.125 5.319 1.494
H 1.461 2.304 -0.549
C -3.007 4.519 2.778
C -0.492 -5.274 1.660
N -1.812 0.577 1.879
H 2.864 -0.554 0.067
H 0.361 -2.602 -4.430
C -0.911 -2.930 1.544
O 2.942 -0.457 -2.031
H 1.398 1.385 -5.098
H 2.366 1.613 -3.624
C -2.679 3.213 2.489
O 1.411 -2.317 -2.654
P 1.409 -0.762 -2.326
```

Computed properties:
Frontier orbital gap in eV: 7.5271
F_max in eV Å⁻¹: 0.8
E_HOMO in eV: -14.3
Charge: +2
E in Eh: -1700.37843

[5]
Formula: C17H20MoN5O6S3Te
Source: OMol25
Level of theory: ωB97M-V/def2-TZVPD

```
53
C17H20MoN5O6S3Te ωB97M-V/def2-TZVPD
Mo -0.078 0.773 -0.507
C -2.562 -3.444 -1.146
C 3.996 -2.201 0.012
N -3.355 -1.842 2.658
H 6.529 -1.074 -1.706
C -4.058 -3.172 0.718
S -1.111 1.515 1.356
C -3.723 1.852 2.269
C 4.482 -0.736 -2.288
O -2.410 -1.491 3.338
C -3.777 -3.712 -0.526
O 1.783 0.406 0.656
H 2.483 -0.781 3.459
H -1.154 -1.468 1.216
C -4.794 0.825 -0.351
H 4.573 -0.579 3.066
H 4.702 -0.144 -3.161
H 2.011 -1.865 -0.534
N 1.825 -0.454 2.773
H -2.336 -3.840 -2.127
O -0.002 -2.938 -2.227
C -1.626 -2.624 -0.536
H -3.150 1.882 3.196
H -4.567 1.174 2.419
O 0.328 -1.259 -0.810
N 0.754 -1.300 2.498
H 3.838 0.813 3.949
Te 0.759 2.646 -1.888
C 2.343 0.233 1.722
S 3.612 -3.045 1.416
N 5.277 -1.949 -0.364
H -4.945 0.257 -1.269
H -4.129 2.854 2.096
C -2.857 1.404 1.126
H 5.255 1.055 2.912
H -5.000 -3.341 1.218
C -3.081 -2.401 1.328
H 1.087 -2.256 2.426
C 3.202 -1.011 -1.906
H 0.019 -1.180 3.181
C -3.327 0.948 -0.042
O 3.550 0.787 1.883
H -4.514 -4.331 -1.020
C 4.338 0.487 3.034
C -0.364 -2.264 -1.282
C 5.486 -1.253 -1.458
N 2.996 -1.742 -0.804
H -5.258 1.807 -0.482
O -4.516 -1.775 3.019
H -5.328 0.315 0.456
H 2.307 -0.675 -2.412
C -1.873 -2.113 0.731
S -2.205 0.447 -1.300
```

Computed properties:
Frontier orbital gap in eV: 5.8816
F_max in eV Å⁻¹: 0.2
E_HOMO in eV: -3.9
Charge: -1
E in Eh: -2915.89059

[6]
Formula: C17H20MoNS2Si2
Source: OMol25
Level of theory: ωB97M-V/def2-TZVPD

```
43
C17H20MoNS2Si2 ωB97M-V/def2-TZVPD
C 0.853 -1.574 4.440
H 5.336 0.050 -0.403
H -2.082 0.482 -1.646
C -0.765 -3.782 -2.152
H 3.129 1.788 -1.631
H -2.320 -3.242 0.839
H -1.232 0.948 3.637
C 0.179 -2.763 -2.153
C -1.414 0.123 2.949
H -3.737 1.984 -2.777
C 2.554 0.888 -1.845
Mo 0.482 -0.422 0.332
C 0.559 2.303 0.830
H 0.851 -2.630 -2.991
C -1.156 3.537 -0.392
H -2.375 -4.756 -1.127
H 0.664 -0.850 5.241
Si 2.886 -0.421 -0.475
C -1.652 -3.953 -1.081
N -0.189 1.469 0.078
H 1.509 1.192 -2.000
C 0.208 -1.927 -1.047
C -2.989 3.768 -1.873
H 2.913 0.514 -2.805
C -1.621 -3.110 0.023
C -3.001 2.393 -2.103
Si 0.180 -0.943 2.795
H -0.828 -4.458 -2.994
H -1.819 0.551 2.022
H 5.039 -1.603 -0.921
H 4.940 -1.197 0.783
H -3.718 4.381 -2.380
H -2.214 -0.474 3.389
H -2.083 5.428 -0.858
H 1.926 -1.778 4.426
C -1.168 2.149 -0.624
S 0.131 3.958 0.741
C 4.710 -0.831 -0.220
C -2.091 1.561 -1.482
C -0.675 -2.097 0.021
S 1.794 1.486 1.721
C -2.074 4.363 -1.021
H 0.359 -2.504 4.734
```

Computed properties:
Frontier orbital gap (spin up / spin down) in eV: 5.2910 / 5.2902
F_max in eV Å⁻¹: 1.9
E_HOMO (spin up / spin down) in eV: -17.7 / -17.7
Charge: +3
E in Eh: -2156.97391

[7]
Formula: C17H20N2O4
Source: OMol25
Level of theory: ωB97M-V/def2-TZVPD

```
43
C17H20N2O4 ωB97M-V/def2-TZVPD
C 0.556 -3.579 0.706
H 0.949 -7.155 -1.459
O -2.587 0.194 2.834
H -2.515 -0.765 2.950
H 0.415 6.095 -2.017
H 3.159 -2.313 -0.029
O 1.034 -1.161 -1.930
N 0.409 -2.497 -0.280
C -1.000 4.766 1.504
C 2.761 -2.513 -1.022
C -0.150 4.418 -0.771
H -2.041 2.527 3.824
H 3.362 -1.985 -1.760
O 0.199 -5.934 0.898
H -0.906 5.842 1.403
H 0.717 6.326 -0.287
H -0.519 0.572 -0.372
C -0.776 2.494 0.639
N 0.378 -5.153 -1.195
C 0.225 -6.444 -1.862
H 0.327 1.479 -2.438
H -0.193 -3.442 1.486
H 2.789 -3.580 -1.227
H -0.486 -2.034 -0.322
H 0.571 3.911 -2.748
C 0.019 5.901 -1.015
C -0.638 3.902 0.455
H -0.945 6.411 -0.927
C -1.459 0.549 2.176
C -1.644 2.895 2.881
H -0.779 -6.832 -1.680
H 0.479 -4.328 -1.767
C -1.502 4.268 2.703
C 0.053 2.161 -1.636
C 0.379 -4.993 0.136
C 0.192 3.535 -1.803
H 1.537 -3.523 1.178
C -0.430 1.650 -0.435
H 0.384 -6.337 -2.936
H -1.786 4.952 3.497
C 1.335 -2.004 -1.100
C -1.277 1.986 1.874
O -0.597 -0.264 1.877
```

Computed properties:
Frontier orbital gap in eV: 8.1101
F_max in eV Å⁻¹: 2.5
Structure (SMILES): Cc1cccc2c(C(=O)O)cccc12.CNC(=O)CNC(C)=O
E_HOMO in eV: -8.1
E in Eh: -1070.33866

[8]
Formula: C17H20N2S
Source: OMol25
Level of theory: ωB97M-V/def2-TZVPD

```
40
C17H20N2S ωB97M-V/def2-TZVPD
H 0.241 -4.329 -3.293
H -2.479 5.020 1.169
H -4.173 3.464 1.457
H 0.577 0.431 0.441
C 4.921 0.928 -0.457
C -1.461 -1.448 0.312
H 0.853 -3.472 -1.139
N 0.884 -1.923 1.003
H 3.184 1.344 1.788
H -1.266 -5.144 -2.837
C -2.291 -2.435 -1.781
C -0.257 -2.098 0.141
H 1.815 -2.303 0.748
C -3.270 2.956 1.339
H -3.957 0.874 1.424
C 0.655 1.275 1.113
C 3.010 1.792 0.735
C 3.557 0.895 -0.217
C -1.041 -3.080 -2.006
H -0.112 4.010 0.872
C -3.067 1.559 1.327
C -0.735 1.873 1.206
H 5.268 0.261 -1.260
H 0.949 0.852 2.125
C -0.833 -4.169 -3.145
H -3.544 -1.392 -0.312
H -3.086 -2.415 -2.576
C -2.576 -1.719 -0.566
H 3.622 2.766 0.792
H 0.711 -1.808 2.032
N 1.630 2.207 0.576
H -1.045 -3.838 -4.133
C -0.881 3.329 1.037
C -2.210 3.977 1.179
C -1.798 1.021 1.460
H 3.033 0.155 -0.837
H 1.544 2.352 -0.489
S -1.699 -0.653 1.833
C -0.105 -2.949 -0.951
H 5.431 1.832 -0.108
```

Computed properties:
Frontier orbital gap in eV: 8.9347
F_max in eV Å⁻¹: 6.5
Structure (SMILES): C=CCNCc1ccccc1Sc1ccc(C)cc1N
E_HOMO in eV: -8.2
E in Eh: -1167.36047